Version a
Density functional theory data (ωB97M-V/def2-TZVPD) for C10H13NO in the gas phase.

ORCA input file:
```
! wB97M-V def2-TZVPD RIJCOSX def2/J DEFGRID3
* xyz 0 1
C 1.847 1.548 1.342
H -2.908 1.744 -1.225
H 2.071 -1.825 0.666
H 3.536 -0.068 0.959
C -0.107 0.317 0.184
H 2.089 1.592 2.400
H 2.842 0.431 -1.556
H -0.192 1.685 2.017
H -1.360 2.357 -1.345
H -2.180 2.489 0.189
O -1.525 0.405 -0.229
H 2.046 -1.135 2.256
C 1.777 -0.927 1.280
H 2.292 2.469 0.837
H 0.330 0.083 -2.023
C 0.739 0.188 -1.078
C -0.303 -0.898 2.475
H -0.180 -1.775 0.617
N -0.821 -0.985 3.495
C 0.273 -0.855 1.102
H 0.111 2.450 0.424
C 2.062 0.319 -0.745
C -2.018 1.797 -0.648
C 0.343 1.552 1.068
C 2.465 0.272 0.769
*
```

LUMO in eV: 0.73
Structure (SMILES): CO[C@@]12C=C[C@@H](CC1)C[C@H]2C#N
Highest occupied orbital energy in eV: -9.666

=====

Version b
Density functional theory data (ωB97M-V/def2-TZVPD) for C10H13NO in the gas phase.

ORCA input file:
```
! wB97M-V def2-TZVPD RIJCOSX def2/J DEFGRID3
* xyz 0 1
H 0.223 -0.151 2.505
O -2.595 -0.292 0.951
H 0.388 -2.110 -2.709
C -1.871 -0.880 0.149
H -1.233 -1.209 -2.739
C -2.259 -2.311 -0.246
H -3.339 -2.288 -0.569
C 0.134 -0.340 -1.476
H -2.058 -3.048 0.507
C -0.181 -1.116 -2.735
H -0.834 1.272 2.454
C 2.033 1.907 0.790
H 1.849 0.556 -2.098
C 0.114 0.677 0.539
H 2.960 1.402 0.911
H 0.767 2.798 2.493
N 1.262 0.478 -1.315
H -1.483 -2.668 -0.910
H 1.918 1.548 2.878
C 0.106 0.841 2.000
C -0.593 -0.325 -0.323
C 1.176 1.111 -0.118
H 0.136 -0.525 -3.565
H 2.219 2.864 0.486
C 1.158 1.809 2.140
*
```

LUMO in eV: 0.73
Structure (SMILES): CC(=O)c1c(C)[nH]c2c1CCC2
Highest occupied orbital energy in eV: -8.116

=====

Of them, version b has the highest stability.

=====

Version a
Density functional theory data (ωB97M-V/def2-TZVPD) for 2 unconnected molecules or ions with the total composition C10H13NO.

ORCA input file:
```
! wB97M-V def2-TZVPD RIJCOSX def2/J DEFGRID3
* xyz 0 1
C 1.879 -0.040 0.425
H 0.059 -1.734 2.970
H 3.921 0.174 0.182
H 1.980 -0.747 1.243
H -2.593 2.082 -2.597
H -2.555 -2.365 3.782
C -0.996 1.048 -1.515
H -1.836 0.744 -3.415
C 2.973 0.389 -0.296
H -2.585 0.647 -0.031
H -0.901 -0.361 1.419
C 0.602 0.225 -0.064
N -0.636 0.131 0.564
H -1.019 2.327 -3.221
C -1.636 1.572 -2.724
H 3.656 1.373 -2.110
H -1.499 -3.524 2.817
C -1.548 0.678 -0.342
C 2.811 0.955 -1.581
C -1.553 -2.695 3.520
C 1.544 1.167 -2.069
H 1.470 1.627 -3.049
H -1.070 -2.927 4.471
C 0.429 0.795 -1.319
O -0.897 -1.542 2.939
*
```

LUMO in eV: 0.62
Structure (SMILES): Cc1c[nH]c2ccccc12.CO
Highest occupied orbital energy in eV: -7.599

=====

Version b
Density functional theory data (ωB97M-V/def2-TZVPD) for 2 unconnected molecules or ions with the total composition C10H13NO.

ORCA input file:
```
! wB97M-V def2-TZVPD RIJCOSX def2/J DEFGRID3
* xyz 0 1
C 1.367 -1.093 -0.931
H 2.896 2.398 -3.185
H 0.814 0.393 2.162
H -3.526 -2.113 1.155
H 2.185 -1.117 -1.627
C -1.896 -0.766 1.622
O 1.360 3.405 -2.273
H 2.611 -0.295 0.478
C 0.184 -1.630 -1.340
H -1.369 0.167 3.670
H -3.233 -0.137 3.243
C 0.670 -0.163 1.299
C -2.664 -1.666 0.890
C 2.454 2.392 -2.172
H 0.014 -2.236 -2.255
N -1.958 -2.197 -0.251
C -2.140 0.206 2.846
H 1.896 1.531 -1.771
H 3.236 2.602 -1.349
C -0.637 -0.702 0.968
C -0.730 -1.448 -0.231
H -2.378 -2.507 -1.056
C 1.624 -0.386 0.351
H 1.688 4.278 -2.600
H -2.469 1.085 2.357
*
```

LUMO in eV: 0.96
Structure (SMILES): Cc1c[nH]c2ccccc12.CO
Highest occupied orbital energy in eV: -7.831

=====

Of them, version a has the highest stability.

=====

Version a
Density functional theory data (ωB97M-V/def2-TZVPD) for 3 unconnected molecules or ions with the total composition C2H11NO2S2.

ORCA input file:
```
! wB97M-V def2-TZVPD RIJCOSX def2/J DEFGRID3
* xyz 0 1
H 1.787 2.101 -1.456
S -0.113 -1.581 -0.699
H -2.480 -0.931 0.542
O 3.605 3.502 1.117
N -1.923 -0.190 2.579
C -1.993 -1.211 1.420
H 1.331 0.880 -0.619
H -1.458 0.899 -1.394
C -0.495 -1.477 0.993
H -2.864 -0.121 3.021
H 0.127 -2.234 1.506
H -2.260 -2.002 2.035
H -1.628 0.779 2.232
S -0.922 -0.091 -2.036
O 2.128 1.426 -0.867
H 3.378 2.800 1.825
H 3.210 3.136 0.352
H -0.065 -0.522 1.191
*
```

LUMO in eV: -0.20
Structure (SMILES): NCCSS.O.O
Highest occupied orbital energy in eV: -8.648

=====

Version b
Density functional theory data (ωB97M-V/def2-TZVPD) for 3 unconnected molecules or ions with the total composition C2H11NO2S2.

ORCA input file:
```
! wB97M-V def2-TZVPD RIJCOSX def2/J DEFGRID3
* xyz 0 1
C 1.787 0.288 0.839
S -1.511 0.515 2.322
S -0.778 -1.222 1.348
H -0.939 0.020 3.478
N 2.788 0.155 -0.132
H -4.147 -5.309 -1.247
C 1.058 -1.014 1.257
H -5.088 -4.321 -1.911
H 2.126 0.699 1.697
H -0.722 5.186 -2.297
H 3.429 -0.554 -0.001
H 1.456 -1.408 2.223
O -0.549 6.111 -2.677
H 1.133 0.919 0.244
H 0.313 5.989 -3.012
H 3.157 0.956 -0.591
O -4.803 -5.302 -1.984
H 1.289 -1.708 0.445
*
```

LUMO in eV: 0.28
Structure (SMILES): NCCSS.O.O
Highest occupied orbital energy in eV: -8.941

=====

Version c
Density functional theory data (ωB97M-V/def2-TZVPD) for 3 unconnected molecules or ions with the total composition C2H11NO2S2.

ORCA input file:
```
! wB97M-V def2-TZVPD RIJCOSX def2/J DEFGRID3
* xyz 0 1
H 0.517 -0.858 1.535
H 0.405 -0.174 -1.363
H 2.581 0.575 -2.718
H -0.745 0.430 -0.410
H 1.142 -1.452 -1.410
H -1.961 -1.343 -0.968
H -1.151 -1.257 2.197
O 2.876 1.404 -2.333
H 2.449 1.403 -1.467
S 0.582 2.292 1.806
H -2.057 0.492 0.468
O 0.995 -0.656 -1.961
H -1.810 -2.166 0.477
N -1.359 -1.535 -0.171
S -0.208 0.856 2.894
C -0.493 -0.497 1.753
C -1.209 -0.179 0.400
H -0.553 2.664 1.273
*
```

LUMO in eV: 0.44
Structure (SMILES): NCCSS.O.O
Highest occupied orbital energy in eV: -9.215

=====

Of them, version c has the highest stability.

=====

Version a
Density functional theory data (ωB97M-V/def2-TZVPD) for a gas-phase ion, CH2IO2S (charge -1).

ORCA input file:
```
! wB97M-V def2-TZVPD RIJCOSX def2/J DEFGRID3
* xyz -1 1
H -0.090 -0.480 -1.423
O 1.510 0.376 -0.449
I -2.681 0.963 0.367
H 0.522 -1.525 -0.141
O 0.248 0.475 1.804
S 0.055 0.764 0.410
C 0.435 -0.573 -0.569
*
```

LUMO in eV: 3.53
Highest occupied orbital energy in eV: -3.666

=====

Version b
Density functional theory data (ωB97M-V/def2-TZVPD) for a gas-phase ion, CH2IO2S (charge -1).

ORCA input file:
```
! wB97M-V def2-TZVPD RIJCOSX def2/J DEFGRID3
* xyz -1 1
C -0.114 0.486 -0.106
H 0.124 0.829 0.927
S -1.956 0.736 -0.054
I -4.812 0.058 -0.198
O -0.706 1.424 -1.020
O -2.039 1.553 1.123
H 0.174 -0.431 -0.378
*
```

LUMO in eV: 3.44
Highest occupied orbital energy in eV: -3.508

=====

Of them, version a has the highest stability.

=====

Version a
Density functional theory data (ωB97M-V/def2-TZVPD) for 2 unconnected molecules or ions with the total composition C4H6O4.

ORCA input file:
```
! wB97M-V def2-TZVPD RIJCOSX def2/J DEFGRID3
* xyz 0 1
H -0.461 -2.032 0.340
C 0.462 -1.481 0.219
C 0.038 1.409 0.631
C -1.135 0.502 -0.095
H 0.561 -1.253 -1.879
O 0.104 1.577 1.813
O -2.103 0.276 0.798
O -1.349 0.627 -1.274
H -2.958 0.165 0.352
C 1.099 -1.404 -0.957
H 1.634 2.345 0.181
H 1.025 -1.340 1.137
H 2.164 -1.243 -1.009
O 0.920 1.851 -0.257
*
```

LUMO in eV: 0.01
Structure (SMILES): O=C(O)C(=O)O.C=C
Highest occupied orbital energy in eV: -9.875

=====

Version b
Density functional theory data (ωB97M-V/def2-TZVPD) for C4H6O4 in the gas phase.

ORCA input file:
```
! wB97M-V def2-TZVPD RIJCOSX def2/J DEFGRID3
* xyz 0 1
H 1.715 1.009 0.449
C 0.106 2.358 -1.139
H 1.832 -1.694 0.130
H -0.585 2.589 -0.387
O -0.240 -1.626 0.045
H 0.826 3.096 -0.758
H 1.206 -1.458 -1.534
C 1.009 -1.183 -0.475
O 0.317 0.929 -1.323
H -0.265 2.854 -1.888
C -0.682 -0.762 0.950
C 0.962 0.299 -0.231
O -0.178 0.473 0.679
O -1.537 -1.110 1.769
*
```

LUMO in eV: 0.69
Structure (SMILES): CO[C@@H]1COC(=O)O1
Highest occupied orbital energy in eV: -10.616

=====

Of them, version a has the highest stability.

=====

Version a
Density functional theory data (ωB97M-V/def2-TZVPD) for C16H16N4OS in the gas phase.

ORCA input file:
```
! wB97M-V def2-TZVPD RIJCOSX def2/J DEFGRID3
* xyz 0 1
C -1.929 -1.440 -1.902
H 0.050 -1.954 -2.496
N 1.821 -0.579 1.443
H 2.471 2.706 -2.247
C 2.971 2.330 -1.358
H -0.561 2.135 -1.357
O 1.380 0.477 -1.217
C -0.106 -1.878 -0.362
H 4.034 2.543 -1.433
H -0.539 -1.834 1.747
S 3.581 -2.432 0.940
C 0.144 0.956 2.225
C 0.655 0.905 -0.130
H -1.425 2.270 2.829
C -4.101 -0.795 -0.595
H 3.274 0.454 -0.337
H 1.668 -2.801 -0.881
H 3.159 0.307 -2.104
C -2.234 -1.336 0.508
N -4.372 -0.712 0.682
C -0.858 1.879 1.998
H -4.852 -0.576 -1.326
H 0.354 0.613 3.228
H 2.410 -0.453 2.255
C -2.753 -1.189 -0.802
N 1.255 -2.167 -0.211
C -1.143 2.281 0.705
H -1.944 2.978 0.516
C -0.379 1.808 -0.345
C 0.879 0.424 1.169
H 2.568 2.846 -0.488
C 2.125 -1.681 0.704
N -3.256 -1.042 1.349
C -0.915 -1.702 0.745
C 2.759 0.827 -1.230
C -0.623 -1.781 -1.670
H -3.254 -1.033 2.355
H -2.313 -1.354 -2.907
*
```

LUMO in eV: 0.44
Structure (SMILES): CCOc1ccccc1NC(=S)Nc1ccc2cn[nH]c2c1
Highest occupied orbital energy in eV: -7.899

=====

Version b
Density functional theory data (ωB97M-V/def2-TZVPD) for C16H16N4OS in the gas phase.

ORCA input file:
```
! wB97M-V def2-TZVPD RIJCOSX def2/J DEFGRID3
* xyz 0 1
H -6.263 -2.150 0.509
H -1.059 2.582 -0.181
C -1.772 0.604 0.167
C -3.201 2.458 -0.348
C -0.427 0.101 0.396
C 4.727 1.472 1.150
C -2.885 -0.230 0.268
H 0.207 -2.672 -1.339
C -4.306 1.636 -0.267
H 4.664 -2.227 -0.618
N 0.060 -1.117 0.005
C -0.561 -2.159 -0.758
C -1.932 1.953 -0.129
H 3.124 2.687 -1.558
H -5.303 2.013 -0.434
H -3.331 3.504 -0.584
H -1.304 -1.726 -1.427
H 5.214 1.766 2.069
H 5.032 -0.638 1.441
N 1.618 0.027 1.051
H -2.751 -1.262 0.551
H -4.667 -2.376 -0.245
C 4.633 0.136 0.804
C 3.783 -1.612 -0.794
H -4.790 -1.926 1.481
S 2.453 -2.428 0.195
C 3.983 -0.194 -0.380
H 3.483 -1.661 -1.840
C 4.178 2.422 0.304
N 3.469 0.715 -1.198
H 4.218 3.473 0.545
C 1.357 -1.095 0.441
N 0.517 0.776 1.008
C -4.156 0.285 0.054
O -5.308 -0.436 0.131
C 3.566 1.988 -0.860
H -1.038 -2.892 -0.102
C -5.234 -1.794 0.490
*
```

LUMO in eV: 0.53
Structure (SMILES): COc1cccc(-c2nnc(SCc3ccccn3)n2C)c1
Highest occupied orbital energy in eV: -8.296

=====

Of them, version a has the highest stability.